ORCA calculation (ωB97M-V with the def2-TZVPD basis set) on 3 unconnected molecules or ions with the total composition C3H11N2S in a non-equilibrium geometry.

Its expectation value of S² is 1.7615. The gap between HOMO and LUMO (alpha / beta) is 6.0 / 4.6 eV. As for the total charge: +2. The highest occupied orbital energy (alpha / beta) is -0.638 / -0.643 hartree. The spin multiplicity is 2. The strongest force on any atom is 2.9 eV/A.

Structure (XYZ):
```
17
Properties=species:S:1:pos:R:3:forces:R:3
N 4.4961 0.7528 0.4994 -1.28 2.39 -1.11
C -1.8644 0.0592 0.3107 -0.60 -0.40 0.83
C -2.8187 0.9769 0.4595 0.12 0.09 -0.33
S 1.1693 -0.1886 0.6887 0.66 0.15 -0.25
C -1.3890 -0.3430 -1.0952 -0.30 1.01 -1.12
N -1.1965 -1.7510 -1.1836 -0.54 0.25 2.22
H 3.8760 0.1988 -0.1048 0.41 -0.78 0.33
H 3.9838 1.3038 1.2033 0.28 -0.80 0.74
H 5.0818 1.4266 -0.0195 0.73 -0.71 0.06
H -1.4240 -0.4569 1.1563 -0.34 -0.21 -0.08
H -3.1226 1.5993 -0.3737 -0.41 -0.31 -0.17
H -3.3055 1.2085 1.4012 0.55 0.06 0.17
H 1.7492 -0.4798 1.8516 0.01 -0.17 0.45
H -0.4895 0.2200 -1.3651 -0.01 -0.42 -0.13
H -2.2294 -0.0607 -1.7307 0.30 -0.01 -0.31
H -2.0205 -2.3632 -1.1766 0.00 0.11 -0.62
H -0.4962 -2.1027 -0.5215 0.42 -0.26 -0.68
```
Forces are in eV/Å.

Population analysis type natural (NBO), resulting atomic charges in e: number 1, N, carries -0.338; number 2, C, carries -0.247; number 3, C, carries -0.246; number 4, S, carries -0.060; number 5, C, carries -0.328; number 6, N, carries -0.245; number 7, H, carries 0.419; number 8, H, carries 0.418; number 9, H, carries 0.427; number 10, H, carries 0.226; number 11, H, carries 0.222; number 12, H, carries 0.256; number 13, H, carries 0.136; number 14, H, carries 0.248; number 15, H, carries 0.275; number 16, H, carries 0.431; number 17, H, carries 0.407